The following is a DFT calculation (wB97M-V/def2-TZVPD) of C8H13ClEuO4 as an isolated structure.

Computed properties:
Largest force on an atom: 6.27 eV/Å
Relative energy (zero: lowest compared OMol25 entry of this formula, charge and spin): 4.512 eV
HOMO level (spin up / spin down): -9.1003 / -9.4645 eV
Net charge: 0
Kohn-Sham gap (spin up / spin down): 0.299 / 0.302 hartree
Spin multiplicity: 8

XYZ file:
```
27
C8H13ClEuO4 | the Open Molecules 2025 dataset | wB97M-V/def2-TZVPD
C 0.153 1.718 0.506
C -0.732 0.203 -2.079
C 1.381 1.250 0.286
H -0.155 1.810 1.559
C 0.293 -0.634 -1.957
H -1.713 -0.247 -2.292
H 1.967 0.971 1.174
H 0.077 -1.701 -2.106
C 2.079 1.009 -1.023
H 3.169 1.029 -0.851
H 1.878 1.809 -1.743
C -0.904 2.163 -0.461
H -0.980 3.264 -0.442
H -1.876 1.803 -0.085
C -0.755 1.701 -1.929
H 0.128 2.165 -2.378
H -1.619 2.098 -2.488
C 1.740 -0.362 -1.652
H 2.338 -0.490 -2.570
H 2.091 -1.151 -0.967
Eu -0.670 -1.428 2.147
H 0.524 -0.454 2.561
O -2.938 -4.184 2.805
Cl -1.755 -3.432 3.435
O -1.221 -3.866 4.813
O -0.272 -3.488 2.186
O -2.230 -1.556 3.553
```